Computed, not measured: a cluster of 13 separate species, C83H173F12N8O13S2 in total, with wB97M-V/def2-TZVPD.

The geometry in XYZ format:
```
291
Properties=species:S:1:pos:R:3:forces:R:3:mulliken_charge:R:1
C -0.86505 4.04599 -1.43805 0.60 0.62 0.00 -0.778
C -0.65659 5.39810 -0.71418 -1.08 -0.61 0.75 -1.510
C -0.62399 5.32643 0.81687 -2.40 -0.72 -0.10 2.694
N -1.12620 6.62058 1.51928 0.96 -1.36 0.73 0.163
C -0.36090 7.81553 1.12495 -0.96 1.71 0.47 -0.922
C 1.10339 7.78799 1.44266 -0.33 0.51 -0.95 -0.108
C 1.27832 7.68260 2.95354 1.96 -0.25 -0.07 -1.101
C 0.58909 6.41239 3.44300 -0.16 0.52 -0.41 1.123
C -0.84579 6.40315 2.99869 -1.71 0.62 0.86 -0.855
C -2.61593 6.85084 1.32244 0.71 -1.76 -1.94 -0.740
H -0.09868 3.28784 -1.19343 -0.47 0.36 0.28 -0.059
H -0.64331 4.32731 -2.45861 -0.23 -0.32 -0.58 0.565
H -1.88360 3.64504 -1.40345 0.29 0.08 0.28 0.095
H -1.39477 6.11131 -1.09697 -0.25 -0.25 0.28 0.523
H 0.23855 5.81632 -1.05259 1.74 0.54 -0.53 0.532
H 0.34076 5.02056 1.21047 0.13 0.43 -0.11 -0.673
H -1.35388 4.54711 1.19040 0.82 0.95 -0.56 -1.124
H -0.62006 8.11968 0.11150 0.08 -0.30 -0.10 0.529
H -0.75003 8.59457 1.80903 -0.21 -0.05 -0.56 0.478
H 1.55001 6.96109 0.89035 0.41 -0.08 0.31 -0.178
H 1.49012 8.71805 0.95959 0.04 -0.60 0.75 0.467
H 2.36949 7.56151 3.07473 -0.35 0.09 0.40 0.401
H 1.00513 8.59424 3.52180 -0.20 -0.44 -0.50 0.428
H 1.00890 5.54647 2.93335 0.57 0.06 0.61 -0.922
H 0.63583 6.29974 4.55075 -0.09 -0.07 -0.84 0.522
H -1.28718 5.46721 3.27883 -0.41 -0.60 -0.16 0.302
H -1.46910 7.16585 3.48564 0.35 0.07 0.06 0.486
H -2.90950 7.84462 1.60638 0.09 0.29 0.34 0.435
H -3.18428 6.04138 1.80809 0.39 0.56 0.10 0.144
H -2.75394 6.70582 0.21276 -0.18 0.41 1.19 0.332
C 0.54497 2.05572 -4.33622 -0.57 1.21 1.57 -1.300
C -0.12215 0.88411 -5.02405 -0.29 -0.26 -0.44 4.094
C -0.22544 1.29430 -6.47147 -0.05 -0.39 -1.28 -2.346
N -0.92303 0.36380 -7.41583 -0.87 -1.00 -1.21 0.649
C -2.38461 0.19129 -6.94137 0.59 0.16 0.50 0.476
C -3.45451 -0.35690 -7.93692 0.81 2.91 2.04 0.280
C -3.32707 0.25345 -9.27463 0.13 0.72 -1.80 -0.986
C -1.86962 0.22898 -9.78212 -0.79 -0.78 -0.18 -0.797
C -0.89752 0.91546 -8.84211 -0.01 0.40 0.62 -0.491
C -0.23629 -0.95376 -7.45161 -0.08 -0.39 1.58 -0.528
H 0.27379 2.20053 -3.25374 0.51 -0.86 -0.83 -0.188
H 0.20180 3.04820 -4.68913 0.04 -0.58 -0.47 0.555
H 1.61250 2.02800 -4.46438 0.45 0.06 0.16 0.317
H -1.11222 0.67136 -4.58994 0.29 0.10 -0.24 -1.423
H 0.46239 -0.03678 -5.02190 0.18 0.03 0.66 -0.608
H 0.71098 1.46364 -7.01141 0.38 0.10 0.67 0.339
H -0.78274 2.19115 -6.54402 -0.56 1.10 -0.04 0.463
H -2.64080 1.23637 -6.66064 -0.22 -0.82 0.03 0.454
H -2.19590 -0.41190 -6.03342 -1.10 0.43 -0.29 -0.712
H -4.36974 0.04061 -7.51798 -0.27 -0.09 0.37 -0.808
H -3.60585 -1.37747 -7.93890 0.34 -2.37 -0.10 0.364
H -3.64060 1.31425 -9.33080 -0.12 -0.43 0.46 0.327
H -4.04115 -0.30105 -9.91588 0.71 0.41 -0.19 0.493
H -1.79478 0.73923 -10.74502 0.05 -0.09 0.05 0.452
H -1.62246 -0.82895 -9.95409 0.35 0.31 -0.04 0.335
H -1.14559 1.98482 -8.73356 0.13 -0.34 -0.20 0.436
H 0.13114 0.79781 -9.20356 -0.17 0.23 0.13 0.371
H -0.65002 -1.53097 -8.25594 -0.08 -0.35 -0.27 0.461
H -0.43032 -1.47633 -6.47655 0.31 0.42 -0.98 -0.007
H 0.84229 -0.82315 -7.57701 -0.21 0.08 -0.07 0.229
C 6.52780 5.79881 7.81042 0.66 -0.62 -1.17 -1.375
C 5.74681 4.42861 7.77285 0.46 2.00 0.12 -0.139
C 4.82060 4.48634 6.62151 0.21 0.06 -0.18 -0.941
N 3.95607 3.31140 6.45574 1.07 -0.69 -2.27 0.397
C 2.87888 3.26571 7.44824 0.59 -1.71 0.25 -0.487
C 1.87532 2.13905 7.14532 -1.67 1.42 -0.74 -1.065
C 1.18470 2.32570 5.78273 0.59 1.95 -0.69 -0.281
C 2.30029 2.52812 4.67590 -1.23 -0.34 0.54 2.454
C 3.36139 3.51204 5.04718 1.21 -0.30 0.55 -1.655
C 4.79625 2.07672 6.39270 -0.84 -0.64 0.40 -0.943
H 7.08855 6.14011 6.87339 -0.74 -1.20 0.87 0.301
H 7.27422 5.71748 8.58082 0.21 0.33 0.43 0.412
H 5.88072 6.64270 7.97059 -0.50 0.18 0.58 0.395
H 5.16244 4.32356 8.68653 0.20 0.08 0.23 0.289
H 6.40509 3.59498 7.69634 0.73 -0.47 0.01 0.412
H 5.32662 4.56620 5.67505 0.64 0.13 -0.23 0.327
H 4.21997 5.37326 6.69977 -0.64 0.38 0.07 0.406
H 2.54885 4.28847 7.38582 -1.10 0.18 0.49 0.324
H 3.35576 3.04906 8.41411 -0.23 0.38 -0.11 0.451
H 1.14354 2.16802 7.94748 -0.11 -0.13 0.16 0.528
H 2.23357 1.14763 7.05482 1.21 -0.91 0.59 0.316
H 0.47919 3.22024 5.80845 0.83 -0.85 -0.07 0.248
H 0.60839 1.48101 5.41776 -0.02 -0.32 0.66 -0.146
H 1.78277 2.90773 3.81017 0.27 0.34 -0.35 -1.045
H 2.67523 1.53301 4.38424 0.13 0.53 0.25 0.472
H 3.10437 4.52778 5.15421 -1.45 1.30 -0.36 0.405
H 4.24664 3.60076 4.39721 -0.49 -0.83 -0.19 0.080
H 5.13458 1.88278 7.41204 -0.01 -0.35 -0.22 0.447
H 5.64806 2.14159 5.70758 -0.32 0.50 0.11 0.280
H 4.10935 1.31002 6.01404 0.53 -0.27 0.30 0.477
C 3.42818 -0.11736 -4.41731 0.48 0.78 1.32 -1.150
C 4.81912 -0.83237 -4.21090 -2.09 0.60 0.37 0.102
C 5.15846 -1.48126 -5.49920 1.92 2.65 -1.31 -1.083
N 6.46097 -2.16601 -5.63057 0.56 -0.05 0.32 0.617
C 6.56756 -2.52121 -7.12748 1.51 -2.92 2.05 -0.641
C 7.73015 -3.58843 -7.36206 -0.58 2.19 -0.02 -0.628
C 7.67004 -4.76229 -6.42763 0.55 -0.22 0.35 -0.659
C 7.50278 -4.37830 -4.97015 -0.15 0.16 0.50 -1.165
C 6.38880 -3.38638 -4.79517 0.97 -0.06 0.57 -0.758
C 7.60131 -1.32341 -5.15782 0.30 0.65 -0.69 -1.004
H 2.69173 -0.76632 -4.84346 -0.18 -0.73 -0.43 -0.086
H 3.48302 0.79265 -5.05079 0.18 -0.41 0.51 0.550
H 2.98393 0.12245 -3.40447 0.66 0.13 -1.09 0.273
H 4.62282 -1.54120 -3.42131 0.14 -0.53 0.13 0.035
H 5.54823 -0.14147 -3.81298 0.23 0.32 -0.26 0.524
H 5.21391 -0.75834 -6.34988 -0.35 0.07 0.81 0.489
H 4.51000 -2.20309 -5.81813 -2.31 -1.77 -0.30 0.195
H 5.60454 -2.95091 -7.36485 -0.21 -0.07 -0.20 0.416
H 6.75563 -1.63766 -7.64237 0.21 1.55 -0.92 0.450
H 7.53199 -3.94997 -8.37434 0.59 0.23 -0.06 0.394
H 8.70057 -3.03031 -7.27466 -0.74 -0.65 -0.42 0.332
H 6.82136 -5.33960 -6.71242 -0.79 -0.69 -0.19 0.324
H 8.54952 -5.39050 -6.60574 -0.14 0.07 0.21 0.378
H 7.09076 -5.17517 -4.34997 0.55 -0.57 -0.21 0.475
H 8.40245 -4.04338 -4.47053 0.45 0.04 -0.12 0.413
H 5.50266 -3.91239 -4.95665 -1.80 -0.47 -1.07 0.464
H 6.26581 -3.09913 -3.76469 0.39 0.50 0.44 0.565
H 7.54337 -0.94498 -4.14041 -0.70 -0.42 0.09 0.299
H 7.67732 -0.43773 -5.79936 0.03 -0.30 -0.05 0.345
H 8.51164 -1.89635 -5.19656 0.27 -0.19 -0.32 0.472
C -9.97894 3.22052 6.97323 -0.32 -1.17 -0.52 -1.473
C -8.88369 2.92922 5.96075 -0.94 -0.92 -0.65 -0.476
C -8.28963 1.50060 6.11510 0.37 1.00 -0.64 -0.871
N -6.99595 1.22780 5.32113 -0.69 1.98 0.44 0.181
C -7.21646 1.53743 3.82525 -0.12 -1.06 0.44 0.155
C -8.16041 0.42972 3.21527 0.90 -0.29 1.87 -0.879
C -7.57525 -1.00196 3.50796 -2.46 1.72 0.35 -0.560
C -7.52705 -1.16267 4.99969 1.30 -2.01 -0.35 -0.704
C -6.60988 -0.17660 5.58105 1.28 0.59 0.55 -0.154
C -5.90102 2.10224 5.90819 0.15 -1.53 1.20 -1.052
H -9.51522 3.23247 7.92042 0.11 0.17 1.44 0.384
H -10.64144 2.35482 6.91651 -0.28 0.07 0.37 0.341
H -10.61421 4.10001 6.83586 0.58 0.01 -0.29 0.375
H -8.12642 3.64509 5.99890 1.43 1.17 0.35 0.426
H -9.34320 3.10065 5.00272 -0.05 -0.44 -0.76 0.389
H -8.95398 0.71178 5.82340 -0.63 -0.06 -0.06 0.686
H -8.00585 1.32559 7.13553 0.06 -0.02 0.63 0.368
H -7.74607 2.48410 3.80581 0.31 0.16 -0.12 0.609
H -6.18978 1.65402 3.43163 -0.70 -0.35 -0.20 -0.649
H -9.11385 0.53491 3.76474 0.23 -0.14 -0.39 0.331
H -8.38103 0.64318 2.19934 0.11 0.15 -0.99 0.557
H -8.17779 -1.81847 3.17298 -0.64 -0.20 -0.86 0.412
H -6.63160 -1.08994 3.06744 1.67 -0.16 -0.57 0.196
H -8.46967 -1.30965 5.50806 -0.41 0.38 -0.11 0.315
H -6.99604 -2.11533 5.15685 -0.24 0.03 0.23 0.452
H -6.59742 -0.26116 6.67166 0.45 -0.06 -0.11 0.343
H -5.58550 -0.29446 5.13786 -0.80 0.03 0.57 0.177
H -5.81409 1.83796 7.01080 -0.17 0.44 -1.40 0.348
H -6.04000 3.13877 5.76097 -0.71 1.01 -0.13 0.498
H -4.96796 1.89485 5.41349 0.30 -0.45 -0.26 0.229
C -3.20362 -4.59546 -6.95575 1.38 0.44 1.19 -1.649
C -2.45079 -3.61956 -5.98562 -0.96 -2.12 0.13 0.780
C -3.27691 -3.42350 -4.72961 0.00 1.95 0.69 -0.540
N -2.56420 -3.57899 -3.38772 1.45 -1.29 -0.76 0.844
C -3.38492 -3.02928 -2.33528 -4.08 0.38 0.88 0.034
C -2.93621 -3.19353 -0.89447 0.82 -1.37 -0.14 0.046
C -2.81688 -4.71567 -0.56320 -0.01 -0.33 -1.68 -1.491
C -1.81711 -5.28691 -1.64552 1.41 0.02 1.10 0.388
C -2.13836 -5.01306 -3.10999 -2.27 -1.10 0.22 -0.800
C -1.32100 -2.80121 -3.37432 0.82 0.49 -0.50 0.627
H -4.04668 -4.13348 -7.38340 -1.05 0.60 -0.76 0.439
H -3.56444 -5.40184 -6.34230 -0.09 -0.66 0.01 0.434
H -2.52505 -4.98073 -7.71185 -0.13 0.02 -0.14 0.415
H -2.33666 -2.68345 -6.43950 0.73 1.28 -0.73 -0.652
H -1.51971 -4.13664 -5.78253 0.44 0.38 0.11 0.206
H -4.04699 -4.11596 -4.72696 -1.43 -1.72 0.34 1.048
H -3.81424 -2.42901 -4.65749 1.09 -0.75 -0.20 -0.312
H -4.45788 -3.49092 -2.42124 1.85 0.53 0.02 0.479
H -3.52534 -1.97033 -2.61080 0.13 -0.29 0.12 -0.399
H -3.63533 -2.65847 -0.26097 -0.11 0.02 0.09 0.810
H -1.93824 -2.74879 -0.77555 -0.26 0.09 0.22 -0.695
H -3.77915 -5.23355 -0.73345 0.14 0.41 0.19 0.460
H -2.52012 -4.95358 0.46424 0.23 0.21 -0.29 0.419
H -1.54464 -6.36559 -1.58435 -0.93 0.44 0.10 0.549
H -0.81317 -4.88318 -1.43019 -0.21 0.37 0.00 -0.457
H -3.02480 -5.68581 -3.35806 1.03 0.95 -0.08 0.411
H -1.27898 -5.26287 -3.72648 -0.06 0.07 -0.18 0.433
H -0.67235 -3.08568 -4.19858 -0.07 -0.12 0.15 -0.426
H -0.79790 -3.01501 -2.44264 -0.03 0.29 -0.29 -0.337
H -1.61600 -1.76627 -3.49150 0.12 0.40 0.22 -0.208
C 3.02096 -8.14395 -0.69454 -0.33 -0.42 0.06 -1.586
C 2.66880 -7.04215 0.24723 -0.46 0.93 0.61 0.574
C 2.68911 -7.59095 1.70003 0.20 0.59 -1.49 -1.028
N 2.49026 -6.58172 2.75954 0.82 1.98 -0.19 0.671
C 1.08305 -6.06044 2.70342 0.09 -1.62 -0.16 -0.750
C 0.80655 -5.09665 3.80267 -1.19 0.65 0.82 0.366
C 0.91649 -5.87278 5.14031 -0.35 -0.27 0.31 -0.915
C 2.34515 -6.44421 5.27618 -0.25 1.00 -0.03 -0.684
C 2.78678 -7.21291 4.06351 0.98 -2.28 0.47 -0.599
C 3.41715 -5.37548 2.45897 -0.51 -1.33 -0.74 -1.163
H 3.95133 -8.56079 -0.36537 0.43 -0.76 0.27 0.395
H 3.19703 -7.90135 -1.71663 -0.08 0.84 -0.68 0.392
H 2.22477 -8.85999 -0.71271 -0.21 -0.88 0.12 0.384
H 1.73500 -6.52168 0.03502 -0.26 -0.41 -0.26 -0.063
H 3.39943 -6.25383 0.11485 0.37 0.05 0.24 0.248
H 3.68840 -7.95468 1.79950 0.63 -0.61 0.54 0.506
H 1.96975 -8.38209 1.88547 -0.05 -0.14 -0.20 0.347
H 0.49756 -7.01756 2.81581 0.03 1.16 -0.19 0.286
H 0.97990 -5.65198 1.70616 -0.33 0.05 -0.08 0.274
H -0.27294 -4.83729 3.67101 0.83 0.25 0.10 0.274
H 1.41715 -4.13709 3.74870 -0.83 -1.20 0.29 -0.296
H 0.15169 -6.72065 5.13639 0.90 0.98 -0.07 0.331
H 0.65929 -5.22860 6.01211 0.35 -0.39 -0.69 0.395
H 2.47910 -7.00130 6.21748 0.07 0.02 -0.60 0.401
H 3.03931 -5.61642 5.26426 0.07 0.67 0.77 0.326
H 2.31875 -8.21985 4.06199 0.06 0.51 -0.27 0.414
H 3.89894 -7.41685 4.05087 -1.12 0.31 0.18 0.359
H 2.96615 -4.97084 1.57295 0.07 0.38 -0.47 0.429
H 4.41180 -5.75833 2.17694 -0.34 0.32 0.65 0.309
H 3.34729 -4.58870 3.18239 0.39 -0.14 0.85 0.402
C -3.24291 -1.18917 3.43584 0.40 1.37 -1.09 -1.520
C -1.88711 -0.52049 3.15001 0.45 -0.91 1.64 -0.388
C -1.56216 -0.02605 1.78438 -0.02 0.88 0.05 1.656
N -0.09573 0.31417 1.60326 0.98 0.21 0.15 1.168
C 0.10500 0.80661 0.17176 -0.44 0.29 0.77 -0.789
C -0.05389 -0.26938 -0.87459 0.81 -1.10 1.48 0.757
C 0.90335 -1.48713 -0.58469 -0.37 -0.17 -0.94 0.587
C 0.66266 -1.98732 0.85657 0.16 -0.96 -0.48 0.131
C 0.86367 -0.85782 1.83817 -0.87 0.14 0.28 0.352
C 0.27138 1.48990 2.51642 -1.75 0.03 0.13 1.693
H -3.22163 -1.66974 4.37833 0.06 -0.28 1.13 0.597
H -3.50173 -1.93831 2.72702 0.00 -0.80 -0.89 0.391
H -4.01202 -0.44932 3.38377 -0.68 0.39 0.19 -0.029
H -1.20411 -1.31922 3.44967 0.55 0.35 -0.06 0.264
H -1.72443 0.32821 3.83200 -0.30 -0.58 0.07 -0.004
H -2.12174 0.91522 1.61853 0.33 -0.58 -0.30 -0.933
H -1.77886 -0.75431 1.04064 -0.44 -0.48 -0.71 0.268
H -0.64788 1.54973 0.10191 -1.24 0.53 -0.47 -0.435
H 0.97133 1.44748 0.12762 1.16 -0.56 0.20 0.659
H -1.10564 -0.51128 -0.93001 -0.25 -0.64 0.10 -0.308
H 0.14241 0.13086 -1.82650 0.54 0.69 -1.28 -0.218
H 0.71130 -2.29504 -1.32260 -0.05 0.39 0.45 -0.868
H 1.94984 -1.19830 -0.83843 -0.55 0.02 0.72 0.685
H -0.35634 -2.46770 0.85606 0.74 0.58 0.39 -0.063
H 1.36270 -2.80373 1.23430 -0.61 0.88 -0.86 -0.624
H 0.74944 -1.22038 2.86166 0.12 0.45 0.07 -0.726
H 1.86224 -0.45605 1.68631 0.10 0.27 0.19 0.578
H 1.30450 1.79196 2.33417 0.10 -0.37 0.10 0.021
H -0.04357 1.27388 3.58607 0.93 -0.05 -1.54 -0.910
H -0.41560 2.30410 2.18196 0.62 -0.52 0.25 -0.476
O 2.78585 -2.54723 5.82603 -0.96 -0.12 -0.18 -0.488
C 2.17257 -1.38149 5.26984 1.40 0.11 -0.34 0.432
O 1.00921 -1.39573 4.90959 -1.89 -1.60 0.17 -0.660
O 2.93805 -0.43335 5.10932 1.67 1.06 0.53 -0.676
H 3.68617 -2.29837 6.07826 -0.30 0.26 -0.21 0.289
C 4.00447 3.14854 1.11199 -1.02 -0.01 -0.14 -1.280
O 5.16812 3.08659 1.95406 0.57 -0.73 0.50 -0.229
O 3.02756 2.30396 1.42344 0.70 0.85 -0.16 -0.629
C 3.54238 4.65036 1.20925 0.36 -1.00 1.65 1.226
F 2.96557 4.84217 2.48061 0.10 0.29 -1.55 -0.250
F 4.50496 5.58830 1.13287 -0.14 -0.12 -0.14 -0.328
F 2.66100 4.93016 0.23878 -0.57 0.33 0.28 -0.261
C 6.45313 3.31841 1.36914 -0.82 1.93 1.46 -0.419
C 7.25237 4.22689 2.31457 -0.56 -0.02 1.44 -1.160
H 7.60199 3.72497 3.22932 0.14 -0.57 -0.47 0.308
H 8.12123 4.70568 1.88815 0.13 0.11 -0.39 0.369
H 6.61385 4.98139 2.80603 -0.02 0.09 -0.89 0.225
H 6.29834 3.82643 0.45089 0.03 0.59 -1.07 0.360
H 7.02077 2.45587 1.16860 0.38 -1.62 -0.13 0.446
H 4.32353 3.09583 0.06279 0.47 -0.26 -0.46 0.244
C -4.20175 0.34915 -3.52688 -1.03 0.54 0.13 -1.073
O -4.99337 1.07779 -4.55530 0.72 -0.39 1.26 -0.461
O -3.47444 -0.61820 -3.99229 0.78 0.02 -0.32 0.160
C -3.45364 1.52436 -2.85357 0.15 0.19 0.34 0.453
F -4.34294 2.38682 -2.33857 0.45 -0.25 0.57 -0.280
F -2.62033 1.04242 -1.82271 -1.04 0.80 -1.16 0.325
F -2.67051 2.28729 -3.66114 0.08 -0.75 0.21 -0.273
C -5.99311 0.24522 -5.07685 1.57 0.32 -2.05 0.067
C -6.60499 0.97780 -6.23260 -0.69 -1.06 -1.35 -1.377
H -7.39120 0.35653 -6.70494 0.27 0.09 0.28 0.417
H -7.10906 1.85832 -5.91865 -0.14 1.04 0.20 0.423
H -5.89653 1.17690 -7.05866 -0.18 0.24 0.65 0.196
H -6.73016 0.00012 -4.36709 -0.93 -0.50 1.18 0.508
H -5.50488 -0.64834 -5.49993 -0.28 -0.24 0.45 -0.099
H -4.94526 0.01757 -2.71047 0.41 0.40 -0.65 0.137
C 3.03763 -4.59970 -2.83497 -0.25 1.31 1.67 0.305
F 3.75135 -5.70899 -2.80474 0.18 -0.32 -0.53 -0.253
F 2.14226 -4.69174 -1.80455 -0.10 -0.12 -0.40 0.014
F 3.88396 -3.58567 -2.40374 -0.43 -0.61 -0.91 -0.229
S 2.12819 -4.21902 -4.42787 1.43 0.11 1.04 0.826
O 1.61915 -2.89680 -4.17586 -0.42 0.52 0.07 -0.219
O 3.19740 -4.28199 -5.37458 0.97 0.18 -0.97 -0.734
O 1.19624 -5.28855 -4.49048 -1.35 -0.76 0.03 -0.668
C -4.50220 3.19778 1.37241 -0.68 0.45 -2.20 0.567
F -4.17669 2.08850 0.65285 -0.60 0.79 0.56 -0.170
F -4.20384 4.26116 0.54928 -0.12 -0.80 1.05 -0.202
F -5.83904 3.24935 1.58475 0.84 -0.36 -0.25 -0.183
S -3.60554 3.14573 2.92955 -0.15 0.16 1.67 0.575
O -3.80066 1.75813 3.27774 -0.32 -0.38 0.28 -0.610
O -2.25126 3.44864 2.54378 0.35 0.33 -0.15 -0.669
O -4.23617 4.07904 3.84619 0.22 -0.13 -0.83 -0.751
```
Positions in Å, forces in eV/Å.

Values from the calculation:
F_max (Eh/bohr): 0.0814
HOMO energy (eV): -11.466
Net charge: +3
Frontier orbital gap (eV): 7.3